Entry 1:
{
  "formula": "C15H31NO2P2Pt",
  "method": "ωB97M-V with the def2-TZVPD basis set",
  "homo_lumo_gap_ev": [6.16, 4.68],
  "de_lowest_kcal_mol": 0.00,
  "largest_force_ha_per_bohr": 0.0648,
  "total_charge": 2,
  "multiplicity": 5,
  "e_homo_ha": [-0.48179, -0.56226],
  "elements": ["P", "P", "C", "C", "H", "H", "H", "H", "C", "H", "H", "H", "C", "H", "H", "H", "C", "H", "H", "H", "C", "H", "H", "H", "Pt", "C", "C", "C", "C", "C", "C", "C", "C", "C", "H", "H", "H", "H", "H", "H", "H", "H", "H", "H", "H", "H", "H", "H", "H", "O", "N", "O"],
  "coordinates": [[-1.96, 0.49, 2.19], [2.36, -1.80, 0.66], [-0.25, -0.73, 0.15], [0.75, -1.77, -0.27], [-0.29, 0.16, -0.46], [-1.26, -1.14, 0.25], [0.30, -2.75, 0.01], [0.96, -1.74, -1.34], [3.71, -0.88, -0.07], [4.59, -0.89, 0.59], [3.47, 0.18, -0.19], [4.05, -1.23, -1.06], [2.71, -3.58, 0.55], [3.25, -3.78, -0.38], [1.75, -4.12, 0.52], [3.28, -3.96, 1.41], [-2.25, 2.18, 1.70], [-2.65, 2.64, 2.58], [-2.88, 2.34, 0.82], [-1.29, 2.66, 1.50], [-3.37, -0.71, 2.00], [-3.07, -1.74, 1.74], [-4.19, -0.40, 1.33], [-3.73, -0.71, 3.05], [0.19, 0.00, 1.96], [0.20, -0.02, -2.72], [0.99, 0.90, -2.14], [0.90, 2.39, -2.37], [-0.50, 3.02, -2.23], [-1.40, 2.43, -1.18], [-2.14, 1.30, -1.25], [-2.37, 0.47, -2.48], [-1.14, 0.15, -3.38], [0.28, 0.15, 4.02], [0.58, -1.05, -2.85], [1.89, 0.60, -1.57], [1.30, 2.65, -3.37], [1.58, 2.86, -1.64], [-0.34, 4.07, -1.94], [-1.00, 2.98, -3.22], [-1.54, 3.14, -0.35], [-2.80, 0.99, -0.42], [-3.15, 0.92, -3.13], [-2.82, -0.48, -2.14], [-1.37, -0.83, -3.83], [-1.07, 0.91, -4.16], [0.34, -0.82, 4.53], [-0.58, 0.71, 4.41], [1.22, 0.69, 4.20], [3.83, -3.09, 3.64], [3.03, -2.57, 4.32], [1.90, -1.20, 2.02]]
}

Entry 2:
{
  "formula": "C15H32ClHoIP3",
  "method": "ωB97M-V with the def2-TZVPD basis set",
  "homo_lumo_gap_ev": [6.11, 6.20],
  "de_lowest_kcal_mol": 0.00,
  "largest_force_ha_per_bohr": 0.0398,
  "total_charge": 2,
  "multiplicity": 5,
  "e_homo_ha": [-0.50880, -0.50909],
  "elements": ["C", "I", "H", "H", "H", "Ho", "P", "C", "C", "H", "H", "H", "H", "H", "H", "C", "H", "H", "H", "P", "C", "C", "H", "H", "H", "C", "H", "H", "H", "H", "H", "H", "Cl", "C", "P", "C", "C", "C", "C", "C", "C", "C", "H", "H", "H", "H", "H", "H", "H", "H", "H", "H", "H"],
  "coordinates": [[4.20, 2.16, -2.57], [2.70, 1.36, -0.97], [3.89, 1.89, -3.58], [5.14, 1.69, -2.28], [4.22, 3.25, -2.41], [0.22, 0.14, -0.09], [1.27, -2.38, -0.17], [2.66, -2.81, 0.93], [0.23, -3.88, -0.09], [0.87, -4.74, -0.35], [2.47, -3.62, -1.82], [-0.58, -3.78, -0.82], [1.29, -2.49, -2.59], [2.31, -2.80, 1.96], [-0.18, -3.99, 0.92], [2.05, -2.61, -1.81], [3.03, -3.81, 0.65], [2.84, -1.87, -1.96], [3.46, -2.07, 0.81], [-1.41, 2.40, -0.02], [-1.11, 3.79, 1.13], [-1.31, 3.26, -1.63], [-3.59, 1.56, -0.66], [-3.68, 3.22, 0.01], [-3.49, 1.82, 1.11], [-3.23, 2.23, 0.13], [-1.61, 2.56, -2.42], [-2.00, 4.11, -1.60], [-1.81, 4.61, 0.92], [-0.08, 4.14, 1.01], [-0.29, 3.60, -1.81], [-1.25, 3.44, 2.15], [-0.97, -0.40, -2.17], [-2.74, -1.43, 1.15], [-1.25, -1.54, 2.24], [-1.15, 0.20, 2.79], [-2.03, -2.27, 3.74], [-1.70, -1.81, 5.04], [-2.49, -2.19, 6.13], [-3.55, -3.10, 5.97], [-3.80, -3.63, 4.70], [-3.04, -3.24, 3.60], [-2.53, -0.90, 0.21], [-3.58, -0.94, 1.66], [-3.04, -2.45, 0.87], [-0.43, 0.80, 2.19], [-0.77, 0.23, 3.81], [-2.13, 0.68, 2.76], [-0.85, -1.15, 5.16], [-2.26, -1.78, 7.11], [-4.15, -3.41, 6.83], [-4.60, -4.36, 4.55], [-3.22, -3.66, 2.60]]
}

Entry 3:
{
  "formula": "C15H32NO2P2Sn",
  "method": "ωB97M-V with the def2-TZVPD basis set",
  "homo_lumo_gap_ev": 6.08,
  "de_lowest_kcal_mol": 96.48,
  "largest_force_ha_per_bohr": 0.0710,
  "total_charge": 1,
  "e_homo_ha": -0.34734,
  "elements": ["Sn", "P", "C", "C", "N", "C", "C", "C", "C", "C", "P", "H", "H", "H", "H", "H", "H", "H", "H", "O", "H", "H", "O", "H", "C", "H", "H", "H", "C", "H", "H", "H", "C", "H", "H", "H", "C", "H", "H", "H", "C", "C", "C", "C", "H", "H", "H", "H", "H", "H", "H", "H", "H"],
  "coordinates": [[-0.13, 0.50, 0.32], [2.22, -0.72, 0.38], [2.31, -1.41, -1.39], [1.08, -1.40, -2.11], [-0.17, -0.97, -1.64], [-1.37, -1.31, -2.16], [-1.37, -2.23, -3.21], [-0.18, -2.64, -3.78], [0.99, -2.08, -3.34], [-2.69, -0.75, -1.64], [-2.39, 0.96, -0.76], [1.92, -2.35, -3.78], [-2.34, -2.62, -3.48], [-0.20, -3.41, -4.56], [-3.43, -0.58, -2.46], [-3.12, -1.44, -0.88], [1.96, 1.90, -3.49], [3.21, -1.11, -2.02], [0.00, 3.99, -2.12], [2.59, 2.63, -3.69], [3.22, 2.62, -2.94], [0.25, 1.85, -0.79], [0.16, 3.78, -1.17], [0.92, 3.86, -0.64], [-2.49, 2.03, -2.24], [-3.48, 1.87, -2.70], [-2.42, 3.08, -1.91], [-1.71, 1.78, -2.98], [-4.01, 1.18, 0.04], [-3.90, 2.06, 0.69], [-4.78, 1.37, -0.71], [-4.27, 0.31, 0.66], [2.19, -2.46, 0.98], [3.19, -2.84, 0.72], [1.94, -2.55, 2.04], [1.46, -3.00, 0.35], [3.81, 0.13, 0.67], [3.85, 0.45, 1.71], [4.63, -0.56, 0.46], [3.90, 1.01, 0.03], [-0.01, 1.04, 3.67], [-0.13, -0.42, 3.26], [-0.67, -1.21, 4.46], [-0.96, -0.67, 1.99], [-0.95, 1.47, 4.00], [0.39, 1.71, 2.91], [0.66, 1.16, 4.51], [0.88, -0.77, 3.03], [-1.69, -0.86, 4.68], [-0.71, -2.27, 4.22], [-0.05, -1.08, 5.36], [-0.94, -1.75, 1.78], [-2.03, -0.46, 2.17]]
}